1.
Here is a molecular structure, C30H32Cl2N5O6PRh from OMol25. Energies are from ωB97M-V/def2-TZVPD.

Output
- HOMO (alpha / beta): -9.6 / -9.6 eV
- Charge: +1
- Multiplicity: 5
- Lowest unoccupied orbital energy (alpha / beta): -2.73 / -5.61 eV
- ⟨S²⟩: 6.05

```
77
Properties=species:S:1:pos:R:3:forces:R:3:lowdin_spin:R:1
Rh 0.7898 1.3393 -0.2516 -0.16 0.04 0.00 2.381
Cl -1.6171 0.3935 -3.2538 -0.04 0.11 -0.01 0.004
Cl -5.6428 3.8576 -1.9559 0.01 -0.04 -0.01 0.000
P 0.9366 -1.0510 -0.7108 0.20 0.26 0.09 0.069
O 3.1112 4.5154 -1.4588 -0.03 -0.03 -0.06 0.059
O 0.9447 1.2695 1.9592 0.00 -0.24 0.02 0.325
O 1.7538 1.2384 6.5901 -0.07 0.02 0.09 -0.017
O -1.3101 1.2938 0.0202 -0.36 -0.10 0.07 0.122
O -1.2868 -0.8856 0.4744 -0.31 0.20 0.12 0.015
O 3.1835 1.3568 0.3359 0.11 -0.25 0.03 0.099
N 0.4073 -3.4877 -1.8489 0.03 0.05 -0.07 0.008
N 1.3960 -3.5626 0.3795 0.01 0.01 -0.02 0.004
N 2.7630 -2.9842 -1.5524 -0.03 -0.02 -0.01 0.006
N 1.4924 2.7719 -1.4857 0.04 0.20 -0.23 0.125
N -4.5422 1.1835 -2.3765 -0.01 -0.07 -0.11 0.000
C -0.1016 -2.1092 -1.8059 -0.03 -0.06 -0.08 0.011
C -4.7638 -1.0689 -3.2355 -0.02 0.01 0.02 0.000
C 0.3677 1.0492 6.8774 0.03 -0.01 0.02 0.000
C 3.9954 1.7372 3.8046 -0.01 0.01 0.05 0.012
C 2.5796 -1.5248 -1.4266 -0.01 -0.12 -0.10 0.010
C 3.4866 1.5984 5.0915 0.07 0.01 -0.04 0.275
C 3.1962 1.6163 2.6870 0.03 -0.01 -0.04 0.178
C 0.3457 -4.1373 -0.5947 0.02 0.00 0.05 0.000
C 2.7718 -3.6432 -0.2976 -0.03 0.00 -0.01 0.000
C -3.7332 -2.1218 -0.9036 -0.04 0.02 -0.01 0.001
C 5.1746 2.2951 1.1794 0.03 0.02 0.02 0.001
C -1.8268 4.3516 -2.9764 0.00 -0.01 0.00 0.000
C -3.4059 0.1571 0.1133 -0.03 -0.06 0.02 0.006
C -3.8435 -0.7370 -1.0245 0.01 0.00 0.02 0.001
C 3.7934 1.7230 1.3258 -0.06 0.11 0.05 0.023
C 1.7486 -3.5829 -2.4218 -0.03 0.02 0.07 0.001
C -1.3993 3.0493 -3.1474 0.04 -0.01 0.02 0.000
C 1.7698 1.3531 2.8911 0.04 0.16 0.02 0.063
C -1.8886 0.1825 0.2249 0.08 0.15 -0.15 0.013
C 1.2711 1.2179 4.2352 -0.03 -0.01 0.00 0.108
C -4.6499 -2.4405 -3.0996 0.00 0.00 0.01 0.001
C 2.1082 1.3371 5.3077 0.01 -0.01 -0.05 0.010
C -3.1431 4.5827 -2.6130 -0.01 -0.02 0.01 0.000
C 2.3095 3.6502 -1.4710 0.05 -0.16 0.15 0.064
C -3.9961 3.5173 -2.4167 -0.02 -0.02 0.02 0.000
C -3.6044 2.1726 -2.5750 0.02 0.11 0.07 0.000
C 1.0555 -2.1536 0.7690 0.10 -0.12 0.02 0.008
C -2.2697 1.9910 -2.9527 0.05 -0.02 -0.07 0.000
C -4.1267 -2.9695 -1.9264 -0.01 -0.02 0.00 0.000
C -4.3564 -0.2161 -2.2136 0.01 0.02 0.05 0.001
H 4.1302 1.6971 5.9555 -0.02 0.00 0.00 0.012
H -3.7834 1.1678 -0.0121 0.02 0.01 0.00 0.000
H 2.9848 -4.7058 -0.4175 0.01 -0.01 -0.01 0.000
H -0.3792 2.8332 -3.4296 0.01 0.02 0.02 0.000
H -1.1443 5.1756 -3.1284 0.00 -0.01 0.00 0.000
H -3.5203 5.5861 -2.4729 0.01 0.00 -0.01 0.000
H 1.8431 -1.7866 1.4293 0.03 -0.01 0.02 0.000
H -4.0505 -4.0431 -1.8018 0.01 0.02 0.00 0.000
H 0.5842 -5.1972 -0.6883 0.00 -0.02 0.00 0.000
H 5.3972 2.3864 0.1204 0.00 0.01 0.00 0.000
H 1.7613 -3.0796 -3.3863 0.00 0.01 0.01 0.000
H -3.7923 -0.2504 1.0494 0.00 0.01 0.01 0.000
H 0.2871 1.0471 7.9585 0.00 0.00 0.01 0.000
H 2.6759 -1.0732 -2.4160 0.01 0.00 0.00 0.000
H -1.1376 -2.0900 -1.4617 0.15 -0.05 -0.06 0.000
H 5.9205 1.6535 1.6526 -0.01 -0.01 -0.01 -0.001
H -4.9699 -3.0928 -3.9019 0.01 0.01 0.02 0.000
H 1.9928 -4.6364 -2.5712 0.01 0.00 0.00 0.000
H -0.2251 1.8662 6.4636 0.00 0.00 0.00 0.000
H -3.3496 -2.5284 0.0243 0.00 -0.01 0.01 0.000
H 0.2088 1.0422 4.3268 0.03 0.01 0.00 0.004
H -0.0752 -1.6923 -2.8124 0.04 -0.06 -0.01 0.000
H 1.4059 -4.1477 1.2145 0.01 0.00 0.03 0.000
H 5.2336 3.2772 1.6514 0.00 -0.01 -0.02 0.001
H 0.1007 -2.1492 1.2898 0.09 -0.02 -0.03 0.000
H 3.3788 -1.1031 -0.8142 0.02 -0.01 0.02 0.000
H -0.6249 -3.9999 -0.1198 -0.01 0.00 -0.01 0.000
H -5.4960 1.5023 -2.3906 -0.05 0.02 0.01 0.000
H 5.0504 1.9452 3.6956 0.00 0.00 -0.01 -0.004
H 3.4851 -3.1914 0.3906 0.01 0.01 0.00 0.000
H -5.1559 -0.6330 -4.1460 0.00 -0.01 0.01 0.000
H 0.0197 0.0947 6.4787 0.00 0.00 0.00 0.000
```
Forces are in eV/Å.


2.
Here is a molecular structure, C30H32N4O2Sn in a non-equilibrium geometry from OMol25. Energies are from ωB97M-V/def2-TZVPD.

Output
- HOMO (alpha / beta): -5.9 / -5.9 eV
- Multiplicity: 1
- Lowest unoccupied orbital energy (alpha / beta): -1.10 / -0.91 eV

```
69
Properties=species:S:1:pos:R:3:forces:R:3:nbo_charge:R:1
Sn 0.0000 0.0000 0.0000 1.47 1.01 2.70 1.703
O -2.3572 -3.4707 -5.6464 -0.26 1.36 0.16 -0.384
O -3.2946 -1.6788 -6.4479 0.85 -0.73 1.14 -0.392
N -1.0581 1.1231 -1.3176 0.57 -2.01 0.12 -0.704
N -2.6349 -2.2699 -5.5791 -0.36 -0.21 -0.71 0.517
N -0.2948 -1.5913 -1.2307 -0.25 1.85 -0.22 -0.677
N 1.0898 -1.1918 1.3413 1.16 0.41 -0.39 -0.819
C 2.8553 0.2142 0.4736 0.37 0.00 0.54 -0.436
C -0.9709 -3.3608 -3.2002 -0.71 0.03 -1.21 -0.215
C 0.3897 -2.1237 2.0262 -1.00 -0.57 0.44 0.282
C 0.0223 -3.9679 3.6208 -0.07 0.73 -0.67 0.033
C 2.9668 -0.4615 2.8727 0.14 -0.07 0.15 -0.426
C -1.8582 -3.0956 2.3835 0.77 0.57 -0.29 0.026
C 0.0870 -2.8766 -1.1543 0.90 -1.51 0.87 0.028
C -2.1706 2.9416 -2.4139 0.49 -0.31 0.70 -0.257
C 4.4692 -0.1249 2.8956 -0.06 -0.06 -0.33 -0.206
C -2.1716 -1.4715 -4.4169 -0.57 1.40 -0.36 0.005
C 4.3487 0.5816 0.4889 0.05 -0.20 0.06 -0.205
C -2.1568 0.7289 -3.3935 -0.26 0.60 -0.19 -0.090
C 2.5357 -0.9585 1.4678 0.07 0.56 -0.59 0.160
C 3.4038 -2.1598 1.0099 0.15 -0.11 0.17 -0.430
C 5.2770 -1.3676 2.4839 0.04 0.02 -0.01 -0.408
C -0.2261 -3.7984 -2.1127 0.12 0.96 0.65 -0.259
C -2.5361 2.0804 -3.4354 -0.46 0.19 -0.70 -0.208
C 5.1749 -0.6465 0.0832 0.07 -0.02 -0.03 -0.406
C -2.5347 -0.1182 -4.4303 0.10 -1.81 -0.65 -0.125
C -1.3404 -3.9891 3.3198 0.32 0.10 -0.05 -0.242
C -0.9900 -2.1844 1.7571 -0.68 -0.95 0.90 -0.313
C 0.6091 -4.9153 4.6224 -0.02 -0.16 0.14 -0.634
C -1.4340 2.4174 -1.3798 -0.17 1.64 0.44 0.019
C 0.8627 -3.0405 2.9730 0.09 -0.60 0.51 -0.341
C -1.4004 0.2462 -2.3063 -0.70 -1.40 -1.80 0.146
C 4.9005 -1.8014 1.0568 -0.15 0.28 0.05 -0.206
C -3.3138 -3.0880 2.0343 -0.26 -0.09 0.02 -0.634
C -1.0257 -1.1261 -2.2817 -1.21 1.30 -1.42 0.085
C -1.4052 -2.0081 -3.3370 0.44 -1.66 0.00 0.010
C 4.7473 1.0155 1.9062 0.01 0.04 0.06 -0.405
H 4.9206 -0.9491 -0.9400 0.00 0.00 0.08 0.205
H -1.1117 3.0323 -0.5444 -0.01 -0.09 -0.04 0.209
H -3.1200 2.4727 -4.2658 0.12 -0.32 0.06 0.216
H -1.3963 -1.4862 1.0251 -0.45 -0.26 0.22 0.162
H 1.9132 -3.0566 3.2348 -0.06 0.00 -0.01 0.200
H -3.4480 -3.2977 0.9682 -0.08 0.12 0.10 0.221
H -2.4525 3.9879 -2.4260 0.10 -0.14 0.11 0.230
H 4.1846 1.9111 2.1971 0.02 -0.08 -0.01 0.205
H -1.1982 -4.1236 -3.9384 -0.17 0.59 -0.01 0.248
H 4.5355 1.4009 -0.2143 -0.07 -0.07 0.05 0.213
H 0.2378 1.3881 1.0401 -0.41 -0.10 -0.27 -0.228
H -3.8662 -3.8478 2.5971 0.12 0.12 -0.08 0.216
H -3.1196 0.2926 -5.2539 0.21 -0.32 0.23 0.252
H 6.2435 -0.3988 0.0854 -0.09 0.01 0.02 0.208
H 2.5610 -0.0634 -0.5486 0.09 -0.24 -0.08 0.204
H 0.6658 -3.1403 -0.2745 -0.08 0.08 -0.13 0.225
H 2.2609 1.1026 0.7303 0.35 -0.20 0.15 0.225
H -1.9952 -4.6995 3.8133 0.01 0.03 -0.03 0.197
H 3.1285 -2.4617 -0.0100 -0.08 0.20 0.08 0.208
H 1.3704 -5.5428 4.1477 0.00 0.09 0.17 0.219
H 5.4961 -2.6746 0.7671 -0.09 0.07 0.03 0.213
H -3.7537 -2.1131 2.2679 -0.03 -0.11 -0.14 0.219
H 6.3503 -1.1463 2.5339 -0.09 -0.01 -0.02 0.207
H 5.0881 -2.1878 3.1873 -0.01 0.06 -0.05 0.205
H 2.3854 0.4261 3.1573 -0.02 -0.12 -0.22 0.213
H 1.0647 -4.3581 5.4474 0.06 -0.15 -0.09 0.219
H 2.7740 -1.2046 3.6510 -0.10 -0.07 -0.17 0.215
H 3.2474 -3.0443 1.6333 -0.15 0.12 0.05 0.214
H -0.1538 -5.5767 5.0459 0.10 0.13 -0.09 0.215
H 5.8102 1.2851 1.9323 -0.08 -0.04 -0.05 0.208
H 0.0950 -4.8301 -2.0263 -0.03 0.20 0.05 0.233
H 4.7599 0.1865 3.9053 -0.07 -0.05 -0.09 0.213
```
Forces are in eV/Å.


3.
Here is a molecular structure, C30H32N5PPtSe from OMol25. Energies are from ωB97M-V/def2-TZVPD.

Output
- HOMO: -5.0 eV
- Multiplicity: 1
- Lowest unoccupied orbital energy: 0.39 eV
- ΔE to the lowest compared entry with this formula, charge and spin: 0.000 eV

```
70
Properties=species:S:1:pos:R:3:forces:R:3:nbo_charge:R:1
Pt 0.7285 -0.1022 0.4877 -0.25 0.41 0.08 0.483
Se 1.6076 2.3142 0.5271 0.09 -0.05 -0.14 -0.255
P -0.8419 -1.5903 0.4556 -0.39 -0.14 0.58 1.305
N -1.0242 -1.9417 2.1463 0.21 0.06 -0.17 -0.904
N 0.3772 -0.1564 2.6596 0.00 -0.58 0.04 -0.514
N -0.3096 2.8456 -1.5613 0.02 0.18 0.01 -0.351
N 0.8816 -0.1584 -1.4937 0.01 -0.77 -0.23 -0.940
N 1.6550 2.4410 -2.3406 0.15 0.44 -0.11 -0.334
C -4.3091 0.5766 0.8244 0.04 0.03 0.00 -0.216
C -4.8156 0.5827 -0.4678 0.01 0.00 0.00 -0.231
C -0.3978 2.9263 -2.9357 -0.02 -0.10 0.15 -0.061
C 1.1766 -1.4830 -3.4537 0.05 0.00 -0.17 -0.095
C 0.4121 -0.8791 5.3363 0.06 0.07 0.06 -0.133
C 0.8365 2.6753 -3.4209 0.06 -0.07 0.07 -0.057
C 3.0662 2.0872 -2.4046 -0.24 -0.08 -0.02 -0.403
C 1.5898 -1.1448 -2.1215 -0.07 0.75 0.27 0.131
C -2.4197 -5.2230 -0.5134 -0.02 0.01 0.02 -0.219
C 1.1259 0.2361 4.8980 -0.06 -0.03 0.06 -0.300
C 0.9529 2.5569 -1.2097 0.01 -0.08 -0.04 0.338
C -0.0617 -0.8403 -4.0018 0.00 0.05 -0.04 -0.600
C -1.4093 3.0127 -0.6257 0.04 -0.11 -0.07 -0.402
C -2.9431 -0.7407 -1.1985 0.00 0.03 -0.04 -0.215
C -1.0844 -3.2373 -0.2566 0.20 0.14 -0.20 -0.433
C 2.7766 -1.8023 -1.6496 0.02 -0.07 -0.01 -0.143
C -2.4295 -0.7511 0.0954 -0.03 -0.20 -0.06 -0.370
C -2.2540 -3.9532 0.0118 -0.01 0.04 -0.05 -0.199
C -0.3250 -1.2305 3.0898 0.31 0.24 -0.11 0.416
C -1.4318 -5.7728 -1.3247 0.00 0.00 -0.01 -0.193
C -4.1268 -0.0729 -1.4797 0.02 0.00 0.02 -0.149
C -0.2794 -5.0575 -1.6071 -0.02 0.01 0.02 -0.208
C 3.4526 -2.7035 -2.4645 -0.09 -0.03 0.03 -0.204
C -0.0987 -3.7869 -1.0710 -0.04 -0.10 0.12 -0.103
C 1.8805 -2.3923 -4.2220 -0.06 0.06 0.06 -0.203
C 1.0752 0.5513 3.5621 -0.13 0.04 -0.10 0.085
C 3.3565 -1.5243 -0.2886 -0.03 -0.01 0.03 -0.634
C -0.3193 -1.6159 4.4376 -0.09 0.04 -0.10 -0.292
C 3.0242 -3.0217 -3.7442 0.07 -0.08 -0.04 -0.319
C -3.1182 -0.0807 1.1036 0.02 0.03 -0.03 -0.207
H -0.2906 -1.2177 -5.0005 0.02 -0.01 -0.01 0.192
H 4.2984 -2.0623 -0.1628 0.00 0.04 -0.01 0.208
H -0.9119 -1.0337 -3.3462 -0.04 0.00 0.03 0.196
H 4.3544 -3.1686 -2.0776 0.00 0.00 0.01 0.192
H -1.4287 -2.8153 2.4432 -0.08 0.02 0.02 0.416
H 3.6566 2.8435 -1.8925 0.04 -0.04 0.03 0.216
H 3.5481 -0.4573 -0.1342 0.00 0.04 0.00 0.208
H 2.6913 -1.8369 0.5218 0.02 -0.03 0.03 0.204
H 3.5720 -3.7268 -4.3561 0.00 0.00 0.01 0.199
H -2.7233 -0.0681 2.1114 -0.02 -0.01 0.01 0.220
H -5.7467 1.0914 -0.6844 0.01 0.00 0.00 0.214
H 1.5989 1.4112 3.1676 0.04 -0.01 0.00 0.215
H -1.1774 3.8041 0.0832 0.00 0.00 0.01 0.222
H -1.3281 3.1281 -3.4348 0.02 0.01 0.00 0.229
H -3.3246 -5.7796 -0.3044 0.01 0.00 0.00 0.215
H -0.8803 -2.4884 4.7449 -0.01 0.01 0.01 0.220
H -2.3012 3.2660 -1.1933 -0.01 0.00 0.01 0.211
H -1.5706 -6.7624 -1.7420 0.00 0.01 0.00 0.215
H 0.4857 -5.4797 -2.2455 0.00 0.03 0.00 0.227
H 3.1866 1.1125 -1.9376 0.05 -0.04 0.01 0.257
H 0.0277 0.2483 -4.0425 -0.02 -0.08 0.00 0.204
H -3.0430 -3.5083 0.6102 0.01 -0.01 -0.02 0.214
H -4.8401 1.0849 1.6197 0.01 0.00 -0.01 0.215
H 0.8033 -3.2298 -1.2854 0.04 0.00 -0.03 0.250
H 1.1979 2.6105 -4.4312 -0.01 0.00 0.01 0.235
H -2.4191 -1.2531 -1.9943 0.02 -0.03 0.03 0.230
H 1.5177 -2.6218 -5.2197 -0.01 0.01 0.00 0.192
H -4.5153 -0.0740 -2.4906 0.01 -0.01 0.01 0.207
H 0.4330 -1.1677 6.3795 0.00 0.00 -0.01 0.222
H 1.7084 0.8423 5.5758 -0.01 -0.01 0.00 0.229
H -1.5696 2.0811 -0.0843 0.00 -0.04 0.00 0.239
H 3.3480 2.0335 -3.4526 0.03 -0.02 0.00 0.212
```
Forces are in eV/Å.